(1)
Below is a single C4H5NO2 molecule, with properties calculated with wB97M-V/def2-TZVPD.

Multiplicity: 1
E_LUMO, eV: 0.059
Maximum force, eV Å⁻¹: 0.53
E_HOMO, eV: -10.0
ΔE to the lowest compared entry with this formula, charge and spin, kcal per mole: 31.5
SMILES: O=CC1=NCCO1

XYZ file:
```
12
C4H5NO2, DFT wB97M-V/def2-TZVPD
O -1.337 -2.839 -0.574
C -0.529 -2.045 -0.973
C -0.279 -0.734 -0.286
N -1.093 -0.117 0.465
C -0.433 1.157 0.783
C 1.004 1.004 0.242
O 0.923 -0.178 -0.577
H 0.083 -2.211 -1.885
H -0.465 1.345 1.860
H -0.973 1.971 0.286
H 1.361 1.835 -0.372
H 1.738 0.811 1.031
```



(2)
Below is a single C2H5NO2S molecule in a non-equilibrium geometry, with properties calculated with wB97M-V/def2-TZVPD.

Multiplicity: 1
E_LUMO, eV: 0.581
Maximum force, eV Å⁻¹: 3.71
E_HOMO, eV: -9.3
ΔE to the lowest compared entry with this formula, charge and spin, kcal per mole: 69.2
SMILES: CC(=O)N(O)S

XYZ file:
```
11
C2H5NO2S, DFT wB97M-V/def2-TZVPD
C 1.107 0.071 1.125
C 0.069 -0.632 0.396
O -0.565 -1.560 0.852
N -0.404 -0.149 -1.050
O -1.543 -0.838 -1.288
S -0.544 1.571 -1.198
H 1.803 -0.611 1.503
H 1.677 0.984 0.613
H 0.514 0.422 1.987
H -1.819 -1.172 -0.453
H -0.294 1.913 -2.488
```



(3)
Below is 9 unconnected molecules or ions with the total composition C4H29N3O8S in a non-equilibrium geometry, with properties calculated with wB97M-V/def2-TZVPD.

Multiplicity: 1
E_LUMO, eV: 0.317
Maximum force, eV Å⁻¹: 2.59
E_HOMO, eV: -8.9
ΔE to the lowest compared entry with this formula, charge and spin, kcal per mole: 58.7
SMILES: NCNC[C@H](N)CS.O.O.O.O.O.O.O.O

XYZ file:
```
45
C4H29N3O8S, DFT wB97M-V/def2-TZVPD
N 0.316 1.687 -2.496
C -0.129 0.306 -2.616
N 0.248 -0.590 -1.461
C -0.524 -0.102 -0.227
C -1.080 -1.289 0.541
N -2.354 -1.783 0.024
C -1.228 -0.930 2.035
S -1.154 -2.259 3.283
H -0.033 2.166 -1.670
H 1.287 1.867 -2.690
H -1.226 0.458 -2.760
H 0.222 -0.030 -3.590
H 0.050 -1.548 -1.724
H 0.308 0.421 0.247
H -1.289 0.711 -0.437
H -0.456 -2.160 0.273
H -3.049 -1.770 0.756
H -2.671 -1.415 -0.861
H -0.374 -0.291 2.108
H -2.187 -0.486 2.110
H -2.012 -3.213 2.908
O 1.486 2.259 1.482
H 1.992 1.768 0.830
H 1.593 2.033 2.423
O 0.252 3.820 -0.023
H 0.888 4.455 -0.360
H 0.596 3.519 0.873
O -1.428 -4.398 -0.831
H -1.737 -3.532 -0.496
H -1.866 -4.524 -1.679
O -1.421 -2.443 -3.269
H -1.023 -3.283 -3.530
H -2.129 -2.154 -3.850
O 3.351 0.061 1.384
H 4.252 0.380 1.548
H 3.469 -0.162 0.429
O 3.071 0.498 -1.166
H 3.883 0.225 -1.611
H 2.295 0.090 -1.570
O 1.872 1.647 4.094
H 1.121 1.167 4.465
H 2.551 0.965 3.975
O -2.015 2.273 1.112
H -2.541 3.054 1.325
H -1.175 2.531 0.693
```